Entry 1:
# H13NO5

A 6-piece molecular cluster, H13NO5 overall (ωB97M-V/def2-TZVPD, OMol25).

Last column: Löwdin charge in e.
Atoms and positions in Å:
N  -1.74073  1.23410  -0.25423  0.033
H  -1.63880  0.65635  0.57402  -0.013
H  -2.63532  1.68588  -0.10501  0.019
H  -1.84600  0.67039  -1.08936  0.022
O  -0.54375  0.68386  2.60057  -0.061
H  -1.07144  1.28386  3.14764  0.054
H  -0.27376  -0.00155  3.22535  0.040
O  1.68589  -0.03080  -1.32023  -0.072
H  1.64384  -0.10986  -0.35440  0.042
H  1.13005  0.74486  -1.53692  -0.004
O  0.49908  2.36129  -2.12425  -0.066
H  -0.10150  2.08563  -2.82949  0.057
H  0.02919  2.48642  -1.28557  0.027
O  0.39851  -2.07434  1.89231  -0.063
H  -0.37832  -1.53215  1.74118  0.003
H  0.43656  -2.72561  1.18333  0.028
O  -0.06870  -2.08535  -0.81678  -0.077
H  0.23073  -1.27423  -0.39696  -0.016
H  0.46278  -2.08211  -1.62203  0.046

Results
* SMILES: N.O.O.O.O.O
* energy above the lowest of the compared OMol25 structures with the same formula, charge and spin: 24.1 kcal/mol
* calculated total energy: -438.74388 hartree
* HOMO-LUMO gap: 11.1 eV
* F_max: 0.7 eV/A

---

Entry 2:
# C5H8O2

One molecule with the formula C5H8O2 (ωB97M-V/def2-TZVPD, OMol25).

Last column: Löwdin charge in e.
Atoms and positions in Å:
O  0.99571  1.70118  0.89107  -0.058
C  0.78495  0.38160  1.34248  -0.271
C  1.00443  -0.62484  0.22023  -0.096
C  -0.22094  -0.55208  -0.68427  -0.498
O  -0.17715  -1.54290  -1.67433  0.012
C  -1.53724  -0.15023  -0.10599  0.044
C  -1.00025  0.68742  -0.95606  0.017
H  0.38291  1.82211  0.15091  0.051
H  1.40978  0.23584  2.22499  0.122
H  -0.25709  0.24889  1.67366  0.103
H  1.08267  -1.64824  0.61129  0.125
H  1.93291  -0.41145  -0.32587  0.127
H  -0.86007  -1.30641  -2.31610  0.096
H  -2.37953  -0.40362  0.51812  0.113
H  -1.16110  1.56272  -1.57013  0.114

Results
* SMILES: OCCC1(O)C=C1
* energy above the lowest of the compared OMol25 structures with the same formula, charge and spin: 72.5 kcal/mol
* calculated total energy: -345.68950 hartree
* HOMO-LUMO gap: 10.6 eV
* F_max: 0.5 eV/A

---

Entry 3:
# C38H32N5O2P2Se2Y

C38H32N5O2P2Se2Y as an isolated structure in a non-equilibrium geometry (ωB97M-V/def2-TZVPD, OMol25).

Last column: Löwdin charge in e.
Atoms and positions in Å:
Y  2.21692  -1.75410  -1.60527  1.390
C  6.52184  -2.67568  -2.26869  -0.011
C  5.08158  -2.92602  -2.61499  -0.454
O  4.25930  -2.14770  -1.94268  -0.274
C  4.65104  -3.65094  -3.66116  -0.037
C  3.28055  -3.78739  -4.19348  -0.246
C  3.21870  -4.68828  -5.44934  -0.034
N  2.27968  -3.10233  -3.63781  -0.048
N  1.01688  -3.40103  -4.29127  0.084
C  0.08297  -3.00208  -3.49108  -0.427
O  0.31694  -2.41379  -2.32198  -0.272
C  -1.37730  -3.17156  -3.91037  -0.133
C  -2.35283  -2.88611  -2.99477  -0.041
C  -3.72163  -2.87512  -3.33175  -0.077
C  -4.07738  -3.21997  -4.61839  -0.111
C  -3.11160  -3.65448  -5.50964  -0.093
C  -1.75565  -3.72213  -5.16987  -0.007
H  6.50496  -1.59650  -2.20739  0.087
H  7.25101  -3.12608  -2.86724  0.060
H  6.71722  -3.01499  -1.24315  0.092
H  5.43420  -4.19940  -4.19892  0.101
H  2.58198  -5.55639  -5.35632  0.074
H  4.24869  -5.00794  -5.76917  0.084
H  2.90833  -4.14726  -6.29077  0.052
H  -2.02472  -2.47779  -2.06209  0.090
H  -4.49495  -2.61303  -2.61948  0.096
H  -5.09616  -3.02923  -5.03979  0.116
H  -3.36283  -3.99556  -6.49089  0.092
H  -1.02419  -4.03677  -5.85628  0.088
Se  2.46262  2.32407  4.30629  0.285
P  0.70536  1.26349  3.81838  0.546
C  -0.09963  0.29153  5.17339  -0.323
C  0.41675  0.33335  6.42108  -0.103
C  -0.18213  -0.43457  7.47010  -0.061
C  -1.30220  -1.21704  7.24926  -0.069
C  -1.84301  -1.24357  5.94779  -0.097
C  -1.23339  -0.58356  4.92587  -0.073
C  -0.67473  2.40461  3.41257  -0.361
C  -0.71668  3.66364  3.96660  -0.095
C  -1.82597  4.48214  3.76202  -0.079
C  -2.84753  4.02906  2.98982  -0.098
C  -2.79343  2.77746  2.35539  -0.074
C  -1.70796  1.92045  2.59134  -0.099
C  0.96654  0.18180  2.31604  -0.374
C  1.21448  0.28540  0.92157  -0.462
N  1.61019  -0.93204  0.50666  -0.189
N  1.69921  -1.74052  1.58252  -0.052
N  1.30588  -1.11042  2.65945  0.000
P  0.74890  1.45383  -0.31197  0.659
Se  1.96486  1.10196  -2.11110  0.348
C  -0.96633  1.13737  -0.78891  -0.376
C  -1.43968  1.88895  -1.87291  -0.091
C  -2.84101  1.82099  -2.17639  -0.044
C  -3.65295  0.93932  -1.49125  -0.077
C  -3.10530  0.17266  -0.46949  -0.093
C  -1.75329  0.16192  -0.16825  -0.103
C  0.77208  3.13603  0.32624  -0.330
C  -0.39307  3.90837  0.25988  -0.079
C  -0.34259  5.30592  0.47136  -0.073
C  0.82346  5.92259  0.82020  -0.068
C  1.96551  5.14531  0.95179  -0.074
C  1.92401  3.80337  0.73652  -0.107
H  1.36360  0.82296  6.63267  0.073
H  0.14022  -0.34647  8.47893  0.090
H  -1.85432  -1.63595  8.07630  0.102
H  -2.69857  -1.80762  5.72594  0.086
H  -1.74802  -0.64868  3.89852  0.124
H  0.19433  3.96798  4.43688  0.051
H  -1.86133  5.48841  4.18106  0.114
H  -3.71087  4.64670  2.78038  0.105
H  -3.57394  2.54691  1.64001  0.100
H  -1.65221  0.88811  2.12092  0.089
H  -0.71438  2.44892  -2.43024  0.084
H  -3.21014  2.54101  -2.92606  0.115
H  -4.61541  0.73454  -1.83926  0.090
H  -3.69163  -0.66083  -0.01102  0.125
H  -1.38439  -0.66559  0.48631  0.132
H  -1.35902  3.39926  0.00179  0.104
H  -1.32919  5.81569  0.38341  0.123
H  0.84861  7.00680  0.81522  0.112
H  2.95767  5.49771  1.05459  0.103
H  2.86647  3.24591  0.95578  0.124

Results
* calculated total energy: -7415.53115 hartree
* HOMO-LUMO gap: 7.6 eV
* F_max: 2.9 eV/A

---

Entry 4:
# C5H9NO

One molecule with the formula C5H9NO (ωB97M-V/def2-TZVPD, OMol25).

Last column: Löwdin charge in e.
Atoms and positions in Å:
C  -2.49635  -0.05125  0.18190  -0.162
C  -1.43726  0.76570  0.90902  -0.289
N  -0.12218  0.13590  0.73037  -0.021
C  0.42663  0.69348  -0.30275  -0.051
C  1.49755  -0.03363  -1.03135  -0.256
C  2.73055  -0.44511  -0.34209  -0.110
O  1.72790  -1.39347  -0.64692  -0.046
H  -3.43324  0.51557  0.15131  0.061
H  -2.72377  -1.03633  0.62421  0.057
H  -2.19352  -0.22802  -0.85995  0.061
H  -1.67144  0.88166  1.97503  0.066
H  0.22961  -0.72372  1.15138  0.156
H  -0.58921  1.51775  -0.24194  0.161
H  1.55032  0.15346  -2.10284  0.141
H  3.65407  -0.54322  -0.91082  0.114
H  2.85034  -0.20878  0.71544  0.118

Results
* energy above the lowest of the compared OMol25 structures with the same formula, charge and spin: 145.4 kcal/mol
* calculated total energy: -325.70588 hartree
* HOMO-LUMO gap: 7.7 eV
* F_max: 0.4 eV/A

---

Question: What is the F_max in the third record?
Answer: 2.9 eV/A